{
  "formula": "C37H56GeHgN2Se",
  "method": "ωB97M-V with the def2-TZVPD basis set",
  "elements": ["Hg", "C", "C", "C", "C", "C", "C", "C", "C", "C", "C", "C", "C", "H", "H", "H", "H", "H", "H", "H", "H", "H", "H", "H", "H", "H", "H", "H", "H", "H", "H", "C", "C", "C", "C", "C", "C", "C", "C", "N", "C", "C", "C", "C", "N", "C", "C", "C", "C", "C", "C", "C", "C", "H", "H", "H", "H", "H", "H", "H", "H", "H", "H", "H", "H", "H", "H", "H", "H", "H", "H", "H", "H", "H", "H", "H", "H", "C", "Ge", "C", "C", "C", "Se", "C", "H", "H", "H", "H", "H", "H", "H", "H", "H", "H", "H", "H", "H", "H"],
  "positions_angstrom": [[-0.191125, 0.376147, -0.091720], [3.360112, 2.135448, 2.308737], [2.024306, 2.481905, 1.688182], [1.972799, 2.815086, 0.326136], [3.224831, 2.702980, -0.513059], [0.784212, 3.311488, -0.228660], [0.718483, 3.720448, -1.683737], [-0.337200, 3.505465, 0.595273], [-1.534395, 4.268231, 0.069170], [-0.321550, 3.040756, 1.916109], [-1.552161, 3.198347, 2.781051], [0.857547, 2.506399, 2.457787], [0.859168, 2.001624, 3.885223], [3.641888, 1.100028, 2.112556], [3.358882, 2.293815, 3.383681], [4.145053, 2.769003, 1.896904], [3.769802, 3.652655, -0.521395], [3.001392, 2.452107, -1.548183], [3.896195, 1.935532, -0.135086], [1.086984, 4.741934, -1.821633], [-0.299435, 3.676222, -2.066427], [1.329035, 3.076081, -2.313950], [-2.239408, 3.620393, -0.457376], [-1.222434, 5.044913, -0.626739], [-2.076283, 4.755544, 0.876221], [-1.557908, 4.179961, 3.266116], [-1.596434, 2.454214, 3.572998], [-2.467687, 3.112008, 2.201859], [0.814529, 2.825782, 4.602901], [1.739946, 1.407054, 4.108285], [-0.005779, 1.364761, 4.073380], [-2.145852, -0.465082, 2.841342], [-3.009833, -1.274868, 1.909260], [-4.396624, -1.276152, 2.020392], [-5.182248, -2.021584, 1.154118], [-4.583195, -2.773057, 0.154189], [-3.200456, -2.801438, 0.010736], [-2.536894, -3.645482, -1.048437], [-2.425359, -2.054218, 0.905749], [-1.021162, -2.023964, 0.742273], [-0.217500, -2.867475, 1.216751], [-0.620994, -4.027678, 2.080835], [1.255876, -2.689244, 0.870292], [2.167386, -3.848563, 1.159253], [1.627362, -1.610050, 0.318584], [2.983841, -1.365532, -0.006792], [3.960538, -1.226044, 0.986553], [3.634126, -1.306926, 2.458455], [5.269569, -0.963135, 0.588491], [5.604325, -0.836088, -0.747115], [4.616305, -0.944608, -1.715168], [3.299959, -1.198475, -1.363387], [2.225496, -1.323284, -2.410916], [-2.753803, 0.052635, 3.580932], [-1.570525, 0.286683, 2.287996], [-1.423652, -1.091666, 3.369435], [-4.859857, -0.690075, 2.806584], [-6.259979, -2.020528, 1.261613], [-5.194629, -3.361358, -0.521129], [-3.246248, -3.919094, -1.828526], [-2.145014, -4.572896, -0.620905], [-1.693504, -3.122382, -1.502161], [-1.679809, -3.964335, 2.324088], [-0.041575, -4.037635, 3.005976], [-0.436854, -4.975945, 1.571400], [1.748991, -4.770244, 0.751559], [2.281973, -3.991729, 2.236214], [3.149073, -3.681692, 0.723702], [2.582846, -1.095596, 2.653813], [4.232401, -0.583102, 3.012381], [3.867760, -2.294372, 2.864099], [6.034954, -0.860850, 1.349768], [6.628324, -0.636219, -1.035897], [4.871335, -0.841131, -2.763809], [2.636427, -1.164945, -3.406763], [1.434466, -0.583550, -2.244514], [1.748685, -2.305649, -2.387202], [-4.899576, 3.727450, -2.497292], [-5.379699, 2.308456, -1.243035], [-5.021760, 2.853459, 0.601294], [-7.200407, 1.685861, -1.549272], [-4.190636, 0.743716, -1.590754], [-2.367294, 1.256988, -2.027749], [-1.925460, -0.247480, -3.176946], [-5.353174, 4.671694, -2.191108], [-5.251367, 3.489366, -3.502635], [-3.818908, 3.863242, -2.533530], [-5.125023, 3.934129, 0.709111], [-4.003964, 2.572361, 0.872519], [-5.711835, 2.370286, 1.294371], [-7.899657, 2.519674, -1.466693], [-7.485896, 0.922383, -0.824532], [-7.284205, 1.267677, -2.553056], [-4.550294, 0.175921, -2.450678], [-4.160626, 0.082087, -0.729667], [-2.492862, -0.154502, -4.099274], [-2.173380, -1.172269, -2.670180], [-0.860256, -0.207492, -3.395309]],
  "forces_ev_per_a": [[-0.047, -0.071, -0.072], [-0.061, 0.069, -0.086], [0.077, -0.064, -0.022], [0.041, -0.025, -0.048], [-0.084, 0.011, 0.011], [-0.029, 0.069, -0.007], [0.042, -0.020, 0.092], [-0.020, 0.067, -0.004], [0.141, -0.061, 0.079], [-0.085, 0.029, 0.002], [0.109, 0.013, 0.017], [-0.033, -0.075, 0.093], [-0.020, 0.056, -0.087], [0.004, 0.179, -0.032], [0.009, -0.012, -0.007], [-0.010, -0.012, 0.002], [0.009, -0.049, -0.014], [0.020, 0.006, 0.022], [0.026, -0.037, 0.003], [-0.032, -0.030, -0.020], [0.009, 0.028, 0.004], [-0.021, 0.009, 0.009], [-0.044, 0.003, -0.028], [-0.020, -0.007, -0.008], [-0.009, 0.002, -0.011], [-0.031, -0.030, -0.019], [0.006, 0.039, -0.020], [-0.019, 0.016, 0.009], [0.003, -0.045, 0.001], [0.006, 0.012, 0.005], [0.003, 0.006, 0.010], [-0.058, -0.095, -0.087], [0.070, 0.057, 0.016], [0.030, 0.038, 0.010], [0.001, 0.013, -0.016], [-0.013, 0.006, -0.012], [0.155, -0.046, 0.014], [-0.065, 0.030, 0.106], [-0.210, -0.186, 0.112], [-0.204, 0.644, -0.359], [0.200, -0.150, 0.087], [0.013, 0.006, -0.028], [0.131, -0.232, -0.016], [-0.063, -0.026, 0.019], [-0.239, 0.138, 0.146], [0.243, 0.094, -0.080], [-0.121, 0.114, 0.044], [0.106, -0.153, -0.069], [0.011, 0.014, 0.039], [-0.012, 0.048, -0.008], [0.029, -0.030, -0.054], [-0.146, -0.067, 0.024], [0.032, 0.008, 0.065], [-0.008, 0.008, 0.001], [-0.005, 0.013, 0.046], [-0.004, 0.003, 0.016], [0.013, -0.014, -0.037], [0.042, 0.003, -0.011], [0.025, 0.035, 0.009], [0.017, 0.010, 0.012], [-0.003, 0.012, -0.021], [-0.004, -0.008, -0.035], [0.019, -0.011, 0.003], [0.007, -0.006, -0.028], [0.017, 0.027, 0.018], [-0.014, 0.015, 0.021], [-0.020, -0.016, -0.028], [-0.015, -0.045, 0.021], [-0.005, 0.019, 0.035], [-0.003, -0.135, 0.023], [-0.033, 0.001, -0.006], [-0.023, 0.024, -0.014], [-0.028, -0.017, 0.015], [-0.016, 0.018, 0.037], [-0.007, -0.001, 0.013], [0.009, -0.002, -0.013], [0.009, 0.010, -0.009], [-0.077, 0.006, 0.028], [0.230, -0.122, -0.099], [-0.131, 0.031, -0.024], [-0.022, 0.073, 0.078], [-0.055, 0.034, -0.025], [0.277, -0.046, 0.019], [-0.007, 0.091, -0.056], [-0.005, -0.043, -0.014], [0.037, 0.003, 0.033], [-0.002, 0.035, -0.013], [0.018, -0.035, 0.034], [-0.024, -0.001, 0.011], [0.041, -0.007, -0.011], [0.003, -0.053, 0.002], [0.011, 0.015, -0.029], [-0.010, 0.007, 0.023], [-0.027, 0.043, 0.007], [-0.059, -0.126, 0.102], [0.006, -0.021, -0.010], [0.002, -0.120, 0.056], [-0.004, -0.006, -0.006]],
  "e_tot_ev": -168290.4390,
  "total_charge": 1,
  "multiplicity": 2,
  "lumo_energy_ev": [-2.8, -4.2],
  "homo_lumo_gap_ev": [6.942, 6.365]
}